Model 1:
C10H9ClO | ωB97M-V/def2-TZVPD

Bonds (Å) are listed after each position.
Element x y z (Å)
1 C 1.12 -1.37 -3.13  C2 1.286, H13 1.113, H14 1.020
2 C 0.60 -0.93 -2.04  C1 1.286, C3 1.342
3 C 0.15 -0.48 -0.86  C2 1.342, C4 1.433, C8 1.643
4 C -1.02 -1.16 -0.39  C3 1.433, C5 1.375, H15 1.013
5 C -1.91 -0.51 0.44  C4 1.375, C6 1.427, H16 1.139
6 C -1.94 0.92 0.55  C5 1.427, C7 1.288, H17 1.136
7 C -0.94 1.65 0.20  C6 1.288, C8 1.548, H18 1.102
8 C 0.41 0.96 -0.11  C3 1.643, C7 1.548, C9 1.550, H19 1.000
9 C 1.17 0.88 1.24  C8 1.550, Cl10 1.810, C11 1.494, O12 1.383
10 Cl 1.54 2.46 2.05  C9 1.810
11 C 1.08 -0.29 2.16  C9 1.494, O12 1.405, H20 1.052, H21 1.119
12 O 2.22 0.00 1.39  C9 1.383, C11 1.405
13 H 1.89 -2.15 -3.32  C1 1.113
14 H 0.67 -1.10 -4.01  C1 1.020
15 H -1.20 -2.11 -0.70  C4 1.013
16 H -2.75 -1.09 0.92  C5 1.139
17 H -2.90 1.32 1.01  C6 1.136
18 H -0.93 2.74 0.09  C7 1.102
19 H 1.00 1.51 -0.71  C8 1.000
20 H 1.31 -0.07 3.17  C11 1.052
21 H 0.43 -1.19 2.04  C11 1.119

Computed properties:
Spin multiplicity: 1
Structure (SMILES): C=C=C1C=CC=C[C@H]1[C@@]1(Cl)CO1
Frontier orbital gap, eV: 8.277

These are the natural (NBO) partial charges, in e, on atoms 1 to 5: number 1, C, carries -0.471; number 2, C, carries 0.151; number 3, C, carries -0.118; number 4, C, carries -0.182; number 5, C, carries -0.239

---

Model 2:
C10H9ClO | ωB97M-V/def2-TZVPD

Bonds (Å) are listed after each position.
Element x y z (Å)
1 C -2.59 0.34 1.07  C2 1.389, C3 1.371, H13 1.054
2 C -2.26 -0.99 0.87  C1 1.389, C4 1.365, H14 1.018
3 C -1.67 1.36 0.96  C1 1.371, C5 1.371, H15 1.174
4 C -0.93 -1.30 0.75  C2 1.365, C6 1.410, H16 1.061
5 C -0.35 1.11 0.68  C3 1.371, C6 1.413, H17 1.018
6 C -0.02 -0.25 0.54  C4 1.410, C5 1.413, C8 1.438
7 C 2.27 -1.02 1.14  C8 1.276, H18 1.098, H19 1.093
8 C 1.39 -0.51 0.37  C6 1.438, C7 1.276
9 C 0.78 0.44 -2.77  C10 1.469, O11 1.473, H20 1.038, H21 1.100
10 C 1.69 0.31 -1.62  C9 1.469, O11 1.387, Cl12 1.744
11 O 0.92 1.46 -1.72  C9 1.473, C10 1.387
12 Cl 3.43 0.29 -1.80  C10 1.744
13 H -3.60 0.60 1.24  C1 1.054
14 H -2.82 -1.82 1.00  C2 1.018
15 H -2.06 2.41 1.29  C3 1.174
16 H -0.72 -2.34 0.76  C4 1.061
17 H 0.29 1.90 0.62  C5 1.018
18 H 3.29 -1.20 0.79  C7 1.098
19 H 2.06 -1.31 2.18  C7 1.093
20 H 1.13 0.54 -3.74  C9 1.038
21 H -0.20 -0.03 -2.62  C9 1.100

Computed properties:
Spin multiplicity: 1
Frontier orbital gap, eV: 9.006

These are the natural (NBO) partial charges, in e, on atoms 1 to 5: number 1, C, carries -0.214; number 2, C, carries -0.206; number 3, C, carries -0.199; number 4, C, carries -0.195; number 5, C, carries -0.165

---

Quick ranking, most stable first: model 1, model 2.

---

Model 1:
C3H12N2O3 | ωB97M-V/def2-TZVPD

Bonds (Å) are listed after each position.
Element x y z (Å)
1 N 1.32 1.65 -0.31  C2 1.436, H7 1.007, H8 1.007
2 C 0.13 1.58 -1.11  N1 1.436, C3 1.553, H9 1.097, H10 1.110
3 C -1.15 1.21 -0.31  C2 1.553, N4 1.473, H11 1.104, H12 1.082
4 N -0.96 -0.10 0.35  C3 1.473, C5 1.368, H13 1.015
5 C -1.55 -0.20 1.58  N4 1.368, O6 1.213, H14 1.100
6 O -1.28 -1.09 2.35  C5 1.213
7 H 2.12 1.35 -0.85  N1 1.007
8 H 1.56 2.49 0.18  N1 1.007
9 H 0.23 0.94 -2.00  C2 1.097
10 H -0.13 2.48 -1.72  C2 1.110
11 H -1.13 2.04 0.41  C3 1.104
12 H -2.01 1.20 -0.96  C3 1.082
13 H -0.10 -0.61 0.19  N4 1.015
14 H -2.33 0.56 1.73  C5 1.100
15 O 1.67 -1.66 -0.95  H16 0.980, H17 0.941
16 H 1.60 -1.99 -1.87  O15 0.980
17 H 2.17 -0.86 -1.00  O15 0.941
18 O 0.24 -3.23 1.47  H19 0.978, H20 0.965
19 H -0.15 -2.66 2.17  O18 0.978
20 H -0.25 -3.11 0.65  O18 0.965

Computed properties:
Spin multiplicity: 1
Structure (SMILES): NCCNC=O.O.O
Frontier orbital gap, eV: 10.113

These are the natural (NBO) partial charges, in e, on atoms 1 to 5: number 1, N, carries -0.855; number 2, C, carries -0.230; number 3, C, carries -0.231; number 4, N, carries -0.638; number 5, C, carries 0.547

---

Model 2:
C3H12N2O3 | ωB97M-V/def2-TZVPD

Bonds (Å) are listed after each position.
Element x y z (Å)
1 N -2.31 -0.77 -1.70  C2 1.230, H5 1.010, H6 1.010
2 C -2.41 -0.08 -2.71  N1 1.230, N3 1.309, O4 1.190
3 N -1.40 0.74 -2.84  C2 1.309, H7 1.010, H8 1.010
4 O -3.13 -0.35 -3.62  C2 1.190
5 H -1.53 -0.62 -1.08  N1 1.010
6 H -2.82 -1.64 -1.57  N1 1.010
7 H -1.37 1.20 -3.74  N3 1.010
8 H -0.69 0.88 -2.14  N3 1.010
9 C 1.54 0.87 3.82  O10 1.453, H11 1.090, H12 1.090, H13 1.090
10 O 1.00 1.19 2.51  C9 1.453, H14 0.960
11 H 1.33 1.58 4.61  C9 1.090
12 H 1.06 -0.06 4.13  C9 1.090
13 H 2.61 0.67 3.72  C9 1.090
14 H 0.23 1.72 2.75  O10 0.960
15 C 1.46 -1.10 -0.52  O16 1.408, H17 1.090, H18 1.090, H19 1.090
16 O 0.39 -0.25 -0.20  C15 1.408, H20 0.960
17 H 2.28 -0.77 -1.16  C15 1.090
18 H 2.01 -1.59 0.28  C15 1.090
19 H 1.02 -1.94 -1.06  C15 1.090
20 H 0.73 0.31 0.50  O16 0.960

Computed properties:
Spin multiplicity: 1
Structure (SMILES): NC(N)=O.CO.CO
Frontier orbital gap, eV: 9.600

These are the natural (NBO) partial charges, in e, on atoms 1 to 5: number 1, N, carries -0.800; number 2, C, carries 0.730; number 3, N, carries -0.847; number 4, O, carries -0.687; number 5, H, carries 0.398

---

Quick ranking, most stable first: model 1, model 2.

---

Model 1:
C3H11N2OS | ωB97M-V/def2-TZVPD

Bonds (Å) are listed after each position.
Element x y z (Å)
1 N 0.54 0.60 -0.50  C2 1.465, H7 0.998, H8 1.008
2 C -0.27 -0.33 0.29  N1 1.465, C3 1.566, C5 1.519, H9 1.101
3 C -1.68 -0.64 -0.31  C2 1.566, S4 1.856, H10 1.085, H11 1.088
4 S -1.77 -0.47 -2.16  C3 1.856
5 C -0.45 0.23 1.69  C2 1.519, N6 1.460, H12 1.101, H13 1.095
6 N 0.77 0.52 2.44  C5 1.460, H14 1.011, H15 1.005
7 H 0.77 0.15 -1.36  N1 0.998
8 H 0.07 1.46 -0.74  N1 1.008
9 H 0.41 -1.20 0.33  C2 1.101
10 H -1.79 -1.71 -0.21  C3 1.085
11 H -2.43 -0.02 0.17  C3 1.088
12 H -0.97 1.20 1.58  C5 1.101
13 H -1.13 -0.36 2.31  C5 1.095
14 H 1.44 0.96 1.83  N6 1.011
15 H 1.18 -0.33 2.78  N6 1.005
16 H 3.02 1.02 0.33  O18 0.964
17 H 3.37 -0.31 -0.18  O18 0.956
18 O 3.69 0.34 0.43  H16 0.964, H17 0.956

Computed properties:
Spin multiplicity: 1
Total charge: -1
Frontier orbital gap, eV: 6.389

These are the natural (NBO) partial charges, in e, on atoms 1 to 5: number 1, N, carries -0.892; number 2, C, carries -0.081; number 3, C, carries -0.550; number 4, S, carries -0.747; number 5, C, carries -0.218

---

Model 2:
C3H11N2OS | ωB97M-V/def2-TZVPD

Bonds (Å) are listed after each position.
Element x y z (Å)
1 C 1.71 1.29 1.85  C2 1.532, N4 1.458, H5 1.091, H6 1.098
2 C 1.26 -0.16 2.11  C1 1.532, S3 1.819, H7 1.095, H8 1.094
3 S 1.29 -1.19 0.61  C2 1.819
4 N 0.95 1.99 0.82  C1 1.458, H9 1.015, H10 1.020
5 H 2.75 1.26 1.53  C1 1.091
6 H 1.66 1.86 2.78  C1 1.098
7 H 0.25 -0.13 2.53  C2 1.095
8 H 1.92 -0.58 2.87  C2 1.094
9 H -0.02 2.07 1.13  N4 1.015
10 H 0.93 1.37 0.02  N4 1.020
11 N -2.50 -0.60 -2.70  C12 1.443, H14 1.013, H15 1.013
12 C -1.55 -0.80 -1.64  N11 1.443, O13 1.415, H16 1.092, H17 1.093
13 O -0.59 -1.77 -2.01  C12 1.415, H18 0.976
14 H -1.99 -0.38 -3.55  N11 1.013
15 H -2.99 -1.47 -2.88  N11 1.013
16 H -1.05 0.15 -1.42  C12 1.092
17 H -2.09 -1.13 -0.74  C12 1.093
18 H 0.08 -1.79 -1.29  O13 0.976

Computed properties:
Spin multiplicity: 1
Total charge: -1
Frontier orbital gap, eV: 6.906

These are the natural (NBO) partial charges, in e, on atoms 1 to 5: number 1, C, carries -0.224; number 2, C, carries -0.526; number 3, S, carries -0.741; number 4, N, carries -0.858; number 5, H, carries 0.176

---

Quick ranking, most stable first: model 2, model 1.